Record 1
C3H6N2S | ωB97M-V/def2-TZVPD

Each line ends with the Löwdin charge.
Element x y z (Å)
S1 0.358 -1.420 -1.994  0.817
N1 -0.502 2.158 1.042  0.023
N2 -0.367 0.931 0.498  -0.052
C1 0.771 -1.011 -0.264  -0.529
C2 0.667 0.377 0.065  -0.247
C3 -0.525 -1.678 -0.546  -0.538
H1 1.542 -1.612 0.136  0.094
H2 -0.746 -2.792 -0.337  0.101
H3 -1.494 -1.162 -0.545  0.067
H4 1.502 0.972 -0.021  0.091
H5 -1.452 2.379 1.105  0.063
H6 0.246 2.857 0.862  0.111

Atoms 1-3, force components in eV/Å:
1.5929 0.2897 -2.0338
2.8556 -0.5681 -0.8321
-2.4738 -0.9599 1.0380

energy relative to the best compared isomer or geometry (same formula, charge and spin) = 65.59 kcal per mole
HOMO energy = -8.33 eV
SMILES string = N/N=C/[C@H]1CS1
LUMO energy = 0.0393 Eh
gap between HOMO and LUMO = 9.40 eV



Record 2
C4H13NO2 | ωB97M-V/def2-TZVPD

Each line ends with the Löwdin charge.
Element x y z (Å)
O1 2.006 -0.495 -1.643  0.009
O2 2.048 2.485 0.401  -0.083
N1 -2.559 -0.504 -0.774  0.094
C1 -0.597 0.930 0.587  -0.078
C2 -1.543 -1.165 -0.245  -0.211
C3 0.316 -1.391 1.255  -0.088
C4 -0.616 -0.555 0.501  -0.406
H1 0.465 -2.436 0.959  0.092
H2 2.719 1.854 0.089  0.040
H3 -0.032 1.345 1.325  0.019
H4 -1.497 -2.211 -0.271  0.109
H5 -0.304 1.416 -0.459  0.129
H6 1.168 -0.513 -1.930  -0.036
H7 -2.794 0.328 -0.400  0.033
H8 -3.292 -1.040 -1.127  0.078
H9 2.479 3.110 1.043  0.066
H10 -0.120 -1.389 2.233  0.073
H11 1.652 -0.374 -0.768  -0.005
H12 1.270 -0.836 1.297  0.079
H13 -1.598 1.428 0.776  0.087

Atoms 1-3, force components in eV/Å:
3.8540 0.2407 1.8555
0.7248 0.6475 0.7626
-0.5112 -1.6230 -2.7254

energy relative to the best compared isomer or geometry (same formula, charge and spin) = 46.43 kcal per mole
HOMO energy = -7.46 eV
SMILES string = CC(C)=CN.O.O
LUMO energy = 0.0272 Eh
gap between HOMO and LUMO = 8.20 eV



Record 3
C23H24FN5 | ωB97M-V/def2-TZVPD

Each line ends with the Löwdin charge.
Element x y z (Å)
F1 -3.969 -2.325 1.914  0.049
N1 -0.968 2.711 0.231  -0.234
N2 -3.796 1.808 -0.300  -0.080
N3 -2.872 0.276 -1.590  0.124
N4 1.453 -1.103 -0.014  0.161
N5 2.344 -0.151 0.265  -0.079
C1 -0.705 1.649 1.200  -0.138
C2 -3.014 -2.299 0.953  -0.276
C3 -2.188 -3.048 -1.143  -0.074
C4 3.705 -0.375 0.037  -0.174
C5 7.013 1.463 0.200  -0.051
C6 -3.993 3.013 0.456  -0.018
C7 5.994 0.385 -0.015  -0.279
C8 4.110 -1.638 -0.386  -0.019
C9 -4.738 0.840 -0.515  -0.067
C10 4.649 0.631 0.218  0.018
C11 0.132 3.638 0.068  -0.096
C12 -1.076 -2.244 -0.982  -0.039
C13 -1.424 2.208 -1.060  -0.115
C14 -1.908 -1.497 1.144  0.037
C15 -0.930 -1.455 0.155  -0.169
C16 5.449 -1.881 -0.619  -0.073
C17 -2.682 1.416 -0.972  -0.323
C18 -3.177 -3.080 -0.175  -0.031
C19 -4.149 -0.094 -1.315  -0.149
C20 0.383 0.694 0.820  -0.125
C21 0.262 -0.629 0.313  -0.188
C22 6.386 -0.880 -0.435  -0.057
C23 1.734 0.951 0.769  0.004
H1 -1.642 1.103 1.323  0.102
H2 -0.458 2.138 2.149  0.129
H3 7.502 1.324 1.165  0.085
H4 5.764 -2.860 -0.948  0.105
H5 7.432 -1.078 -0.619  0.110
H6 -2.293 -3.651 -2.032  0.107
H7 -4.577 3.735 -0.121  0.094
H8 -0.223 4.506 -0.488  0.086
H9 2.280 1.817 1.082  0.118
H10 3.361 -2.401 -0.523  0.102
H11 -4.531 2.788 1.378  0.094
H12 -0.308 -2.211 -1.738  0.112
H13 7.780 1.426 -0.570  0.079
H14 -5.716 0.896 -0.084  0.111
H15 0.466 3.969 1.050  0.088
H16 4.347 1.617 0.536  0.105
H17 -4.058 -3.694 -0.281  0.117
H18 -3.020 3.440 0.695  0.079
H19 -1.809 -0.941 2.063  0.126
H20 -0.676 1.571 -1.557  0.132
H21 0.985 3.208 -0.475  0.081
H22 -1.599 3.082 -1.700  0.130
H23 -4.555 -1.002 -1.710  0.094
H24 6.551 2.447 0.192  0.074

Atoms 1-3, force components in eV/Å:
0.1072 -0.0052 -0.1165
0.0516 -0.0228 -0.0727
0.1568 -0.3145 -0.0902

energy relative to the best compared isomer or geometry (same formula, charge and spin) = 0.00 kcal per mole
HOMO energy = -8.11 eV
SMILES string = Cc1cccc(-n2cc(CN(C)Cc3nccn3C)c(-c3cccc(F)c3)n2)c1
LUMO energy = 0.0239 Eh
gap between HOMO and LUMO = 8.76 eV



Record 4
C26H53ClO2P2Si2V | ωB97M-V/def2-TZVPD

Each line ends with the Löwdin spin population.
Element x y z (Å)
V1 0.162 -0.260 0.452  0.876
Cl1 -0.458 1.942 -3.994  0.009
P1 -0.387 2.735 0.550  -0.002
P2 -0.245 -2.158 -1.759  -0.002
Si1 0.650 1.581 3.229  0.012
Si2 1.011 -3.531 0.694  0.001
O1 -2.579 0.029 0.512  0.003
O2 -2.091 -1.841 1.660  0.005
C1 0.314 -4.275 2.256  0.001
C2 -2.493 -3.586 -2.766  0.000
C3 1.081 3.938 0.457  -0.001
C4 2.489 -4.492 0.102  0.000
C5 1.219 -2.690 -2.849  -0.001
C6 -2.700 2.931 -0.999  0.000
C7 0.013 1.031 -2.086  0.003
C8 -0.210 0.685 4.622  0.000
C9 -2.913 -0.961 1.281  0.001
C10 1.567 4.094 -0.991  0.000
C11 0.781 5.297 1.091  0.000
C12 -1.786 3.783 -0.115  -0.001
C13 1.333 0.350 2.001  0.043
C14 -0.686 2.604 2.343  0.008
C15 -2.603 -1.074 -2.789  0.000
C16 -0.394 -3.543 -0.588  0.001
C17 -2.604 4.494 0.963  0.000
C18 2.021 2.672 3.853  0.003
C19 2.134 -0.760 0.119  0.008
C20 -1.692 -2.295 -2.928  0.000
C21 1.473 -1.738 0.964  0.007
C22 1.613 -1.596 -3.850  0.000
C23 0.965 -4.022 -3.558  0.000
C24 1.059 -1.043 2.139  -0.006
C25 -4.351 -1.026 1.704  0.000
C26 2.051 0.505 0.747  0.029
H1 -3.331 -3.569 -3.475  0.000
H2 -3.038 2.032 -0.464  0.000
H3 3.395 -4.071 0.557  0.000
H4 -2.114 -0.168 -3.162  0.000
H5 2.614 -4.501 -0.986  0.000
H6 -0.408 -4.517 -1.102  0.000
H7 -1.898 -4.482 -2.979  0.000
H8 -0.749 3.595 2.822  0.001
H9 -3.403 5.065 0.473  0.000
H10 -2.189 2.620 -1.916  0.000
H11 0.097 -3.962 -4.228  0.000
H12 -1.292 4.535 -0.755  0.000
H13 -0.987 0.010 4.239  0.000
H14 -2.892 -0.901 -1.741  0.000
H15 -3.072 3.770 1.641  0.000
H16 0.583 -1.503 3.001  -0.002
H17 2.143 -0.767 -3.368  0.000
H18 -4.998 -1.161 0.829  0.000
H19 0.984 -4.076 3.101  0.000
H20 2.498 1.426 0.400  0.003
H21 -1.242 -2.270 -3.935  0.000
H22 1.841 -4.261 -4.176  0.000
H23 2.269 4.937 -1.046  0.000
H24 1.870 3.437 1.041  0.000
H25 2.042 -2.817 -2.128  0.000
H26 0.515 0.093 5.195  0.000
H27 -2.906 -3.668 -1.753  0.000
H28 0.744 -1.182 -4.381  0.000
H29 2.649 -0.987 -0.805  -0.001
H30 0.584 0.167 -2.439  0.000
H31 2.290 -2.022 -4.602  0.000
H32 -1.652 2.092 2.492  0.000
H33 2.097 3.204 -1.348  0.000
H34 0.216 -5.361 2.133  0.000
H35 -4.640 -0.093 2.202  0.000
H36 -2.009 5.201 1.553  0.000
H37 0.815 -4.859 -2.865  0.000
H38 2.224 3.537 3.211  0.000
H39 1.671 5.934 0.984  0.000
H40 -0.673 -3.846 2.477  0.000
H41 -1.336 -3.426 -0.023  0.000
H42 0.617 1.834 -1.654  0.002
H43 -4.490 -1.864 2.389  0.000
H44 0.551 5.234 2.162  0.000
H45 -0.969 0.838 -1.629  0.001
H46 -0.679 1.413 5.298  0.000
H47 -3.585 3.514 -1.289  0.000
H48 2.381 -5.528 0.450  0.000
H49 -0.048 5.805 0.581  0.000
H50 0.741 4.301 -1.686  0.000
H51 -3.521 -1.226 -3.374  0.000
H52 2.939 2.075 3.935  0.000
H53 1.755 3.033 4.855  0.000

Atoms 1-3, force components in eV/Å:
-5.8771 -0.1546 -1.8699
0.4328 -0.9946 2.1045
0.2439 -0.0817 0.4435

HOMO energy (alpha / beta) = -7.21 / -6.78 eV
LUMO energy (alpha / beta) = 0.0043 / 0.0044 Eh
spin multiplicity = 2
gap between HOMO and LUMO (alpha / beta) = 7.33 / 6.90 eV



Record 5
C4H14N3 | ωB97M-V/def2-TZVPD

Each line ends with the Löwdin charge.
Element x y z (Å)
N1 2.075 -1.184 0.338  0.215
N2 0.685 -0.460 -1.262  0.183
N3 0.659 0.731 0.831  0.006
C1 -2.674 0.356 -0.190  -0.122
C2 1.390 1.459 1.866  -0.042
C3 -2.728 -0.574 -1.483  -0.129
C4 1.175 -0.242 -0.024  -0.369
H1 0.687 1.428 2.780  0.128
H2 -2.586 -0.121 -2.316  -0.020
H3 1.505 2.471 1.544  0.078
H4 0.784 -1.397 -1.874  0.217
H5 -3.783 -0.986 -1.470  0.094
H6 -2.829 -0.218 0.743  0.090
H7 -2.140 -1.537 -1.245  0.084
H8 2.415 -1.935 -0.136  0.092
H9 -1.729 0.875 -0.114  -0.002
H10 0.232 0.225 -1.784  0.087
H11 -3.408 1.067 -0.471  0.059
H12 1.999 -1.354 1.307  0.115
H13 2.338 0.931 2.030  0.092
H14 -0.401 0.938 0.639  0.145

Atoms 1-3, force components in eV/Å:
-1.4817 3.7405 3.0464
0.5699 -2.7486 -0.9843
-1.3872 -1.9378 -2.9981

energy relative to the best compared isomer or geometry (same formula, charge and spin) = 49.70 kcal per mole
HOMO energy = -14.56 eV
LUMO energy = -0.1179 Eh
net charge = +1
gap between HOMO and LUMO = 11.35 eV



Record 6
C4H4N2 | ωB97M-V/def2-TZVPD

Each line ends with the Löwdin charge.
Element x y z (Å)
N1 -1.147 -0.947 -0.468  0.038
N2 -0.833 2.086 -0.707  0.141
C1 2.280 -0.204 0.183  0.138
C2 -0.367 -0.180 0.487  -0.394
C3 1.088 -0.294 0.305  -0.107
C4 -0.657 1.276 0.107  -0.163
H1 3.333 -0.095 0.049  0.035
H2 -0.619 -0.554 1.492  0.146
H3 -1.134 -0.389 -1.317  0.079
H4 -2.115 -0.978 -0.155  0.087

Atoms 1-3, force components in eV/Å:
-0.0474 -0.2134 -0.1765
0.1082 -0.4105 1.4816
-0.4936 -0.0637 0.0005

energy relative to the best compared isomer or geometry (same formula, charge and spin) = 65.04 kcal per mole
HOMO energy = -10.54 eV
SMILES string = C#C[C@H](N)C#N
LUMO energy = 0.0231 Eh
gap between HOMO and LUMO = 11.17 eV



Record 7
C4H5NO3 | ωB97M-V/def2-TZVPD

Each line ends with the Löwdin spin population.
Element x y z (Å)
O1 1.526 -1.590 1.199  0.241
O2 -1.828 0.935 -0.079  0.015
O3 -0.395 1.561 1.497  0.121
N1 2.955 1.272 -0.359  0.215
C1 -0.720 1.508 0.328  0.049
C2 0.712 -1.235 0.122  0.636
C3 0.775 -0.015 -0.516  0.575
C4 1.946 0.748 -0.411  0.085
H1 0.217 0.224 -1.444  0.010
H2 1.979 -0.794 1.466  0.000
H3 0.178 -2.054 -0.278  0.038
H4 -0.327 2.074 -0.507  0.015
H5 -2.503 0.700 0.529  0.001

Atoms 1-3, force components in eV/Å:
-1.2648 0.5375 -1.8105
-0.7555 -0.4060 -2.8251
0.3396 0.1101 -0.5375

energy relative to the best compared isomer or geometry (same formula, charge and spin) = 43.76 kcal per mole
HOMO energy (alpha / beta) = -6.59 / -10.97 eV
LUMO energy (alpha / beta) = 0.0200 / -0.1077 Eh
spin multiplicity = 3
gap between HOMO and LUMO (alpha / beta) = 7.14 / 8.04 eV



Record 8
C2H2ClNO | ωB97M-V/def2-TZVPD

Each line ends with the Löwdin charge.
Element x y z (Å)
Cl1 2.230 -0.054 -0.141  0.603
O1 -1.974 -0.921 0.569  0.171
N1 -0.323 0.344 -0.483  -0.057
C1 -1.191 -0.455 -0.162  -0.314
C2 0.786 0.593 0.424  -0.613
H1 -0.038 0.307 -1.537  0.196
H2 0.510 0.187 1.330  0.014

Atoms 1-3, force components in eV/Å:
1.4687 -0.6395 -0.5610
-0.1488 0.0485 0.5775
4.8931 3.0433 -4.5173

energy relative to the best compared isomer or geometry (same formula, charge and spin) = 70.34 kcal per mole
HOMO energy (alpha / beta) = -8.17 / -7.14 eV
LUMO energy (alpha / beta) = 0.0052 / -0.0233 Eh
gap between HOMO and LUMO (alpha / beta) = 8.31 / 6.50 eV